Entry from the Open Molecules 2025 dataset: 12 unconnected molecules or ions with the total composition C50H131N11O22 (wB97M-V/def2-TZVPD).

Each line ends with the Mulliken charge.
CARTESIAN COORDINATES (ANGSTROEM)
C -2.299 5.949 -1.929  0.46
O -2.063 5.897 -3.114  -0.77
N -2.304 4.955 -1.093  0.83
N -2.538 6.994 -1.333  -0.06
H -2.085 4.072 -1.534  -0.32
H -2.493 5.135 -0.118  -0.03
H -2.638 6.984 -0.328  0.06
H -2.354 7.901 -1.737  0.30
C 1.247 2.618 2.330  0.75
O 2.326 2.334 1.982  -0.57
N 1.055 3.671 3.095  -0.42
N 0.147 1.932 2.198  -0.10
H 0.132 3.655 3.504  0.08
H 1.793 4.328 3.305  0.27
H -0.686 2.338 2.599  0.17
H 0.120 1.118 1.600  -0.03
C 2.258 -2.779 -2.028  -0.14
O 2.194 -2.536 -0.604  -0.36
C 0.884 -2.015 -0.153  -1.17
C 0.685 -0.517 -0.499  2.61
N -0.493 0.056 0.241  -0.77
C -1.729 -0.636 0.131  -0.32
C -2.871 0.228 0.675  -1.51
O -3.115 1.382 -0.203  0.01
C -4.117 2.316 0.362  -1.10
H 3.292 -2.900 -2.349  -0.34
H 1.832 -1.912 -2.532  0.13
H 1.613 -3.642 -2.198  0.37
H 0.991 -2.223 0.912  0.01
H 0.092 -2.648 -0.554  0.59
H 0.508 -0.382 -1.566  -0.71
H 1.587 0.094 -0.450  -0.75
H -0.600 0.960 -0.196  0.54
H -1.598 -1.580 0.660  0.82
H -1.952 -0.965 -0.885  -0.06
H -2.571 0.588 1.660  0.37
H -3.777 -0.320 0.932  0.50
H -3.504 2.905 1.044  0.56
H -5.032 1.849 0.726  0.58
H -4.567 3.003 -0.355  -0.43
C 5.315 0.296 -0.222  -0.44
O 4.504 1.333 -0.779  -0.40
C 4.144 1.124 -2.143  0.37
C 3.262 2.291 -2.549  -1.03
N 2.127 2.398 -1.670  0.97
C 1.402 3.652 -1.637  -0.24
C 2.047 4.609 -0.637  -0.57
O 2.262 5.958 -1.203  -0.57
C 1.060 6.744 -1.101  -0.62
H 4.853 -0.681 -0.361  0.04
H 5.495 0.694 0.777  0.18
H 6.263 0.377 -0.755  0.35
H 3.620 0.173 -2.239  -0.10
H 5.026 1.098 -2.783  0.18
H 2.980 2.139 -3.590  0.23
H 3.791 3.243 -2.506  0.39
H 2.477 2.200 -0.743  -0.20
H 0.418 3.388 -1.249  -0.26
H 1.282 4.140 -2.604  0.50
H 3.082 4.347 -0.418  0.17
H 1.495 4.664 0.302  0.48
H 0.569 6.590 -0.140  0.19
H 0.351 6.574 -1.912  0.22
H 1.318 7.803 -1.129  0.37
C 9.784 -2.755 4.803  -0.77
O 8.842 -2.553 3.809  -0.25
C 7.505 -2.669 4.323  -0.68
C 6.516 -1.881 3.394  -0.33
N 5.240 -1.708 4.097  -0.24
C 4.313 -0.741 3.502  -1.24
C 3.572 -1.268 2.279  0.87
O 2.614 -2.250 2.511  -0.46
C 1.605 -1.967 3.515  -0.85
H 9.584 -2.185 5.710  0.33
H 10.737 -2.445 4.375  0.24
H 9.898 -3.830 4.942  0.30
H 7.312 -2.289 5.327  0.41
H 7.269 -3.730 4.242  0.28
H 6.193 -2.335 2.457  0.29
H 6.837 -0.854 3.221  0.24
H 4.834 -2.631 4.155  0.32
H 4.819 0.189 3.243  0.36
H 3.611 -0.282 4.199  0.39
H 4.139 -1.787 1.507  0.15
H 3.171 -0.436 1.701  -0.42
H 1.871 -2.191 4.548  0.38
H 0.648 -2.483 3.431  0.36
H 1.297 -0.922 3.556  0.23
C -3.717 6.080 2.544  -1.08
O -4.137 6.375 1.155  -0.33
C -5.534 6.082 0.857  0.03
C -5.982 6.653 -0.484  -1.18
N -7.298 6.229 -1.023  -0.31
C -8.436 6.882 -0.316  -0.72
C -9.816 6.279 -0.664  -0.41
O -10.856 6.974 0.036  -0.44
C -11.058 8.316 -0.182  -0.72
H -2.644 6.209 2.686  0.37
H -3.905 5.086 2.950  0.37
H -4.044 6.781 3.312  0.40
H -6.102 6.495 1.690  0.47
H -5.825 5.038 0.967  0.07
H -5.177 6.410 -1.178  0.49
H -6.050 7.741 -0.456  0.34
H -7.275 6.463 -2.005  0.29
H -8.381 7.952 -0.518  0.54
H -8.221 6.972 0.748  0.30
H -10.012 5.238 -0.410  0.19
H -9.976 6.371 -1.739  0.37
H -10.813 8.687 -1.177  0.32
H -10.457 8.794 0.591  0.25
H -12.058 8.676 0.062  0.26
C -8.040 3.042 2.335  -0.38
O -7.826 3.490 3.702  -0.35
C -8.770 4.492 4.124  -0.36
C -8.495 4.814 5.645  -0.72
N -8.737 3.659 6.465  -0.38
C -8.120 3.663 7.795  -0.70
C -8.671 2.366 8.489  -0.66
O -7.934 1.254 8.073  -0.30
C -8.418 0.025 8.587  -0.79
H -7.799 3.880 1.681  0.03
H -9.045 2.789 1.997  0.42
H -7.321 2.261 2.089  0.12
H -9.725 4.070 3.810  0.41
H -8.562 5.353 3.488  0.19
H -9.158 5.622 5.954  0.36
H -7.425 5.004 5.735  0.34
H -8.266 2.964 5.905  0.26
H -8.376 4.526 8.410  0.43
H -7.041 3.577 7.667  0.37
H -9.719 2.261 8.209  0.34
H -8.660 2.413 9.578  0.50
H -8.281 -0.032 9.667  0.31
H -7.846 -0.790 8.144  0.26
H -9.438 -0.286 8.363  0.32
C 6.850 -0.675 -4.068  -0.87
O 7.213 -1.323 -2.851  -0.26
C 7.082 -2.775 -2.849  -0.01
C 7.962 -3.534 -1.890  -0.58
N 9.328 -3.569 -2.353  -0.37
C 10.178 -4.374 -1.488  -0.52
C 11.597 -4.588 -2.053  -0.56
O 12.371 -5.436 -1.160  -0.37
C 12.161 -6.776 -1.368  -0.75
H 5.776 -0.710 -4.247  0.29
H 7.329 -1.094 -4.953  0.38
H 7.182 0.359 -3.973  0.32
H 7.420 -3.049 -3.848  0.46
H 6.011 -2.928 -2.715  -0.32
H 7.564 -4.534 -1.717  0.35
H 8.058 -3.055 -0.916  0.40
H 9.721 -2.640 -2.404  0.27
H 9.682 -5.331 -1.323  0.33
H 10.238 -3.829 -0.546  0.26
H 12.119 -3.631 -2.038  0.30
H 11.602 -4.872 -3.105  0.41
H 11.382 -7.075 -0.667  0.27
H 13.068 -7.308 -1.082  0.27
H 11.831 -7.169 -2.330  0.34
C 0.492 -11.581 -1.006  -0.73
O 1.345 -11.704 -2.132  -0.31
C 2.735 -11.566 -1.886  -0.38
C 3.470 -11.496 -3.181  -0.96
N 3.776 -10.216 -3.771  -0.38
C 4.973 -9.624 -3.131  -0.58
C 5.329 -8.197 -3.560  -0.60
O 4.365 -7.191 -3.175  -0.34
C 4.800 -5.848 -3.436  -0.24
H -0.573 -11.540 -1.231  0.26
H 0.707 -10.642 -0.497  0.30
H 0.753 -12.359 -0.289  0.31
H 3.238 -12.404 -1.402  0.34
H 2.970 -10.724 -1.235  0.37
H 2.829 -11.887 -3.972  0.37
H 4.362 -12.119 -3.252  0.49
H 2.974 -9.654 -3.524  0.25
H 5.789 -10.332 -3.276  0.42
H 4.934 -9.576 -2.043  0.28
H 5.484 -8.181 -4.638  0.34
H 6.302 -7.902 -3.168  0.39
H 5.091 -5.625 -4.463  0.35
H 5.660 -5.630 -2.802  0.04
H 3.954 -5.213 -3.175  0.05
C -0.991 0.827 -3.807  0.06
C -1.916 2.043 -3.360  -0.54
O -1.650 2.435 -2.032  0.37
O 0.338 1.440 -4.000  -0.67
H -1.330 0.504 -4.791  0.41
H -0.939 -0.051 -3.164  -0.39
H -2.976 1.804 -3.444  0.22
H -1.761 3.008 -3.842  0.46
H -1.967 1.775 -1.411  -0.35
H 0.710 1.626 -3.134  0.04
C -2.014 -4.596 -3.770  -0.64
C -1.659 -3.152 -3.291  0.03
O -2.475 -2.154 -3.908  -0.53
O -1.660 -4.852 -5.098  -0.52
H -3.098 -4.675 -3.694  0.35
H -1.471 -5.260 -3.097  0.29
H -0.626 -2.837 -3.440  0.29
H -1.891 -2.954 -2.245  0.10
H -2.368 -2.258 -4.856  0.33
H -2.255 -5.531 -5.425  0.33
C -6.529 3.078 -2.122  0.05
C -6.569 1.524 -1.981  -0.39
O -6.261 0.927 -3.245  -0.51
O -7.232 3.614 -0.993  -0.39
H -6.946 3.430 -3.066  0.51
H -5.443 3.166 -2.150  -0.19
H -7.606 1.320 -1.713  0.47
H -5.865 1.066 -1.286  -0.06
H -7.124 0.732 -3.618  0.31
H -7.183 4.571 -0.939  0.38

## Properties
Total charge: 0
SMILES: COCCNCCOC.COCCNCCOC.COCCNCCOC.COCCNCCOC.COCCNCCOC.COCCNCCOC.COCCNCCOC.NC(N)=O.NC(N)=O.OCCO.OCCO.OCCO
LUMO (eV): 0.053
Strongest force on any atom (hartree/bohr): 0.2179
Kohn-Sham gap (eV): 8.11
E_HOMO (eV): -8.06